1.
Density functional theory data (wB97M-V/def2-TZVPD) for 2 unconnected molecules or ions with the total composition C5H11NO at a distorted geometry.

The geometry in XYZ format:
```
18
Properties=species:S:1:pos:R:3:nbo_charge:R:1
C 0.42995 -1.12443 0.26195 0.67
O -0.05043 -0.99475 1.44135 -0.64
H 0.70823 3.89177 1.08383 0.19
C -1.72926 -1.70865 -0.70933 -0.43
C 0.14829 3.08829 0.63393 -0.39
H 2.30112 -1.54145 0.94587 0.26
H -2.47844 -1.00379 -1.20751 0.19
N -0.39456 -1.40120 -0.85867 -0.62
H 0.27821 3.87470 -1.29394 0.20
H 0.01006 -1.35997 -1.75218 0.39
H 2.08353 0.18919 0.15083 0.25
C -0.25133 3.09125 -0.61793 -0.41
H -0.79615 2.19341 -1.08944 0.21
H -2.06061 -2.69280 -1.00613 0.19
H -0.20446 2.30065 1.36174 0.21
C 1.89539 -0.89595 0.06861 -0.72
H 2.36396 -1.25230 -0.90710 0.22
H -1.99832 -1.53610 0.37063 0.25
```

## Properties
F_max in eV Å⁻¹: 4.6
Energy relative to the best compared isomer or geometry (same formula, charge and spin) in kJ/mol: 213.1
Structure (SMILES): CNC(C)=O.C=C
HOMO in eV: -9.6
Frontier orbital gap in eV: 10.5

2.
Density functional theory data (wB97M-V/def2-TZVPD) for a molecular structure, C31H23N6O7RbTe.

The geometry in XYZ format:
```
69
Properties=species:S:1:pos:R:3:nbo_charge:R:1
C -1.37975 -4.43286 -0.68109 0.40
O 0.65882 -0.79496 2.22916 -0.79
C -1.70081 0.94290 5.20584 -0.31
N 2.91713 2.46935 -6.38883 -0.59
C 3.74197 1.07719 -3.42614 0.48
H -1.73480 2.02136 5.30208 0.19
H -0.11036 2.11180 -5.13383 0.24
N -0.08834 -2.90400 2.84574 -0.55
O -1.61220 -3.17695 4.83771 -0.72
C 3.33458 1.76660 -5.55667 0.47
H -3.01630 0.57187 6.86687 0.19
H -0.06123 7.25483 2.22169 0.20
Te 2.23218 1.59450 0.55313 0.55
C 0.79159 2.68844 1.70471 -0.69
H -1.68908 -5.08877 2.65585 0.20
H -4.58327 -5.59312 -0.45224 0.19
H -0.98919 3.42852 -2.14055 0.50
H 0.10335 -3.96523 -2.82492 0.54
N 0.82898 -3.51268 1.99701 -0.26
H 0.73369 0.43856 -6.77505 0.23
C -2.68105 -4.83770 -1.05607 -0.32
C 0.17533 1.12008 -4.81936 -0.20
O -0.64009 2.93094 -2.89487 -0.69
C -2.41617 0.13068 6.07818 -0.21
C 0.36693 -4.27643 1.08413 0.05
O 0.64996 -3.64854 -3.66861 -0.76
H 1.68966 3.14470 -1.58621 0.22
C -1.61183 -1.84078 4.93391 0.36
Rb 0.64299 -1.71442 -0.37538 0.92
H 2.25042 6.02849 -1.16966 0.21
N 0.53450 -0.41854 -3.02372 -0.39
H 0.98263 2.56716 2.76929 0.23
C 1.10216 6.79323 0.47387 -0.23
H -0.24348 4.89458 2.93052 0.20
C 0.64247 0.18002 -5.72989 -0.16
C -1.03544 -4.55920 0.69449 -0.25
C 0.40077 6.47383 1.62935 -0.23
H -0.37076 0.94409 3.50692 0.22
N 3.67478 1.13857 -2.26507 -0.58
C -3.24952 -5.39496 1.22235 -0.33
C 1.60214 4.45159 0.12402 0.07
O 2.36436 -2.67770 -2.56308 -0.58
C 0.97232 -1.30755 -3.90040 0.12
C 0.89372 4.13005 1.28598 -0.06
C -3.58915 -5.30408 -0.12578 -0.20
H -3.96608 -5.74610 1.95413 0.19
C 1.41656 -2.62687 -3.30807 0.78
H -2.94792 -4.74909 -2.10311 0.20
C -1.97381 -5.01912 1.61392 -0.10
H -2.92925 -1.89528 6.60949 0.20
C -0.00391 -1.58419 2.94740 0.59
C 1.01561 -1.06522 -5.27143 -0.20
H 1.19242 7.82564 0.15730 0.20
N 3.84122 0.89477 -4.72216 -0.74
C 0.11117 0.75695 -3.48658 0.06
C 1.69628 5.78482 -0.27002 -0.24
C -0.87482 -1.02745 4.05006 -0.21
H 1.37041 -1.83519 -5.94259 0.22
H -0.19888 2.28588 1.48695 0.24
H -1.03951 -3.36323 4.01227 0.50
C -0.94288 0.35062 4.20647 -0.10
O -0.79866 1.33291 -1.33945 -0.57
C -2.37289 -1.24609 5.94405 -0.30
O -0.54096 -3.91898 -1.53567 -0.87
H 3.26467 3.57981 -0.96406 0.24
H 1.12912 -4.74030 0.45765 0.19
C 2.24425 3.34876 -0.67081 -0.70
C 0.29980 5.14923 2.02710 -0.20
C -0.47653 1.66225 -2.44825 0.78
```

## Properties
F_max in eV Å⁻¹: 0.7
Energy relative to the best compared isomer or geometry (same formula, charge and spin) in kJ/mol: 5.8
HOMO in eV: -2.8
Charge: -2
Frontier orbital gap in eV: 6.7

3.
Density functional theory data (wB97M-V/def2-TZVPD) for 5 unconnected molecules or ions with the total composition CH11NO5 at a distorted geometry.

The geometry in XYZ format:
```
18
Properties=species:S:1:pos:R:3:nbo_charge:R:1
H -0.75817 1.09290 2.00911 0.50
H 0.92462 -0.51650 2.14423 0.42
O -0.89646 1.42457 0.13196 -1.00
H 0.42448 -0.01823 -2.20672 0.48
O 1.40161 -1.33445 -0.82713 -0.65
H 1.60426 0.38332 0.95034 0.40
H 1.58469 0.06193 -1.41983 0.49
C 1.13125 -1.53362 0.34366 0.54
O 0.91468 0.67966 -1.74655 -0.97
H -1.76913 0.96089 3.07864 0.47
N 1.42831 -0.56546 1.26431 -0.81
H -1.80420 0.21539 -1.32413 0.48
O -0.86181 0.73968 2.90328 -0.98
H -0.94390 2.27027 -0.32354 0.49
H -2.82080 -0.68840 -2.16448 0.48
H -0.27735 0.95913 -0.47308 0.50
H 0.73032 -2.48113 0.70984 0.14
O -2.25832 0.11415 -2.15199 -0.96
```

## Properties
F_max in eV Å⁻¹: 2.8
Energy relative to the best compared isomer or geometry (same formula, charge and spin) in kJ/mol: 80.5
Structure (SMILES): NC=O.O.O.O.O
HOMO in eV: -10.5
Frontier orbital gap in eV: 11.1

4.
Density functional theory data (wB97M-V/def2-TZVPD) for 2 unconnected molecules or ions with the total composition C2H7OPS at a distorted geometry.

The geometry in XYZ format:
```
12
Properties=species:S:1:pos:R:3:nbo_charge:R:1
C 0.00494 0.27118 1.34093 -0.54
H -0.07273 0.63006 2.34946 0.22
S -1.54556 -0.06657 0.54144 -0.09
H -1.33958 -1.13798 -0.24569 0.16
O -0.28666 -2.26265 -1.46721 -0.97
H 1.72773 1.41666 1.19985 0.21
C 0.89084 1.19297 0.57058 -0.61
H 1.13706 0.82420 -0.42530 0.21
P -0.59494 -1.93455 -2.86842 1.15
H 0.38484 2.22475 0.30776 0.20
H 0.41961 -0.68887 1.44838 0.22
H -0.72555 -0.46920 -2.75179 -0.17
```

## Properties
F_max in eV Å⁻¹: 2.9
Energy relative to the best compared isomer or geometry (same formula, charge and spin) in kJ/mol: 249.5
Structure (SMILES): CCS.O=P
HOMO in eV: -8.6
Frontier orbital gap in eV: 7.3

Question: HOMO of number 3 (CH11NO5)?
Answer: -10.5 eV

Question: The lowest energy relative to the best compared isomer or geometry (same formula, charge and spin) belongs to which entry?
Answer: C31H23N6O7RbTe